{"formula": "C6H4O", "method": "ωB97M-V/def2-TZVPD", "de_lowest_kj_mol": 510.22, "lumo_ev": 0.0, "e_tot_ha": -306.01720, "homo_energy_ev": -8.78, "smiles": "O=C/C=C\\C1=C=C1", "fmax_ha_per_bohr": 0.040, "gap_ev": 8.8, "elements": ["C", "C", "H", "C", "H", "C", "H", "O", "H", "C", "C"], "positions_angstrom": [[1.848702, -0.965772, -0.521583], [0.043822, 1.048946, -0.365929], [0.254570, 2.108644, -0.270703], [1.650404, 0.034028, 0.424602], [-1.653793, 0.958044, 0.886468], [1.120865, 0.228243, -0.816512], [1.677726, 0.513829, 1.391574], [-0.809306, -1.654917, -0.942368], [-2.038652, -1.461847, 0.646288], [-1.006795, 0.411264, 0.217429], [-1.301968, -0.999523, -0.039410]], "atomic_forces_ev_per_a": [[0.60, 0.04, -0.18], [-0.94, 0.27, -0.37], [-0.26, -0.02, -0.06], [1.95, -0.65, -0.05], [-0.21, 0.12, -0.14], [-0.55, 0.00, 0.99], [-0.07, -0.38, -0.06], [-0.14, 0.26, 0.47], [0.03, 0.06, -0.08], [-0.45, 0.34, -0.37], [0.04, -0.04, -0.16]], "nbo_charge": [0.041, -0.117, 0.244, -0.173, 0.225, 0.007, 0.254, -0.531, 0.119, -0.431, 0.361]}